Record 1
15
Properties=species:S:1:pos:R:3 method="wB97M-V/def2-TZVPD" multiplicity=1
C 0.00 -1.19 -0.86
C -1.23 -0.18 -0.99
C -1.55 0.96 -0.23
C -0.77 0.60 0.91
C 0.59 0.42 0.55
C 1.11 -0.87 0.19
H 2.17 -1.39 -1.64
H -0.29 -2.21 -1.26
H -1.86 -0.46 -1.81
H -2.42 1.60 -0.38
H -1.25 -0.28 1.51
H 0.97 1.05 -0.19
H 1.49 -1.62 0.75
N 1.49 -0.65 -1.22
O 0.23 1.17 1.76

=====

Record 2
84
Properties=species:S:1:pos:R:3 method="wB97M-V/def2-TZVPD" multiplicity=1 total_charge=-2
C 3.88 -3.15 1.37
C 2.93 -2.49 2.57
C 2.77 -0.84 2.35
N 3.31 -0.56 0.97
C 2.64 0.62 0.30
C 3.42 2.07 0.06
C 5.01 2.24 0.55
C 5.89 1.42 -0.61
C 5.40 1.83 -2.15
C 7.51 1.56 -0.39
C 2.75 3.39 -0.66
C 1.20 3.31 -1.22
C 0.41 1.88 -1.01
C 1.09 0.54 -0.27
C 0.13 -0.79 -0.20
O 0.08 -1.69 0.78
C -0.93 -1.02 -1.46
C -1.23 -2.57 -1.90
O -0.61 -3.78 -1.31
C -2.28 -2.81 -3.15
O -2.57 -4.19 -3.63
C -3.02 -1.51 -3.87
P -4.27 -1.95 -5.28
O -3.37 -2.51 -6.48
C -2.68 0.04 -3.38
C -3.45 1.28 -4.12
C -4.68 1.91 -3.23
C -5.96 0.85 -3.03
C -6.31 0.85 -1.43
N -7.63 0.21 -1.06
C -8.73 0.96 -0.35
C -9.87 -0.25 -0.17
C -9.22 -1.64 -0.84
C -7.73 -1.26 -1.41
C -1.61 0.32 -2.17
C -1.13 1.78 -1.61
O -1.84 2.92 -1.61
H 3.33 -3.12 0.31
H 4.93 -2.62 1.30
H 4.11 -4.29 1.58
H 1.90 -3.06 2.54
H 3.52 -2.67 3.59
H 1.64 -0.48 2.50
H 3.37 -0.35 3.23
H 4.34 -0.41 1.11
H 5.29 3.38 0.53
H 5.18 1.79 1.64
H 5.64 0.26 -0.52
H 6.25 1.57 -2.93
H 5.05 2.95 -2.22
H 4.47 1.14 -2.39
H 7.90 0.51 0.01
H 7.72 2.44 0.36
H 7.97 1.76 -1.47
H 3.32 4.41 -0.84
H 0.64 4.20 -1.77
H -0.44 -4.38 -2.10
H -1.74 -4.58 -4.07
H -5.03 -0.83 -5.76
H -5.17 -3.02 -4.91
H -2.67 2.12 -4.37
H -3.92 0.95 -5.17
H -5.04 2.97 -3.64
H -4.26 2.11 -2.16
H -6.85 1.36 -3.64
H -5.71 -0.21 -3.48
H -6.22 1.93 -0.98
H -5.46 0.20 -0.90
H -8.80 2.09 -0.01
H -10.92 -0.18 0.37
H -9.69 -2.72 -0.88
H -6.90 -1.89 -1.95
C 4.30 1.08 6.76
C 3.81 1.23 8.01
C 3.04 0.02 8.51
O 2.57 -0.08 9.65
C 2.83 -1.11 7.58
C 3.30 -1.27 6.33
C 4.17 -0.10 5.86
O 4.76 -0.06 4.78
O 3.12 -2.24 5.53
O 3.93 2.24 8.78
H 4.87 1.89 6.32
H 2.21 -1.90 8.00

=====

Number 1: LUMO level 0.5 eV, HOMO-LUMO gap 9.439 eV. Number 2: LUMO level 1.2 eV, HOMO-LUMO gap 1.428 eV.